The following is a DFT calculation (wB97M-V/def2-TZVPD) of a structure of composition C35H33NO2PtTe at a distorted geometry.

Last column: Mulliken charge in e.
CARTESIAN COORDINATES (ANGSTROEM)
Pt (0.02206, 0.26877, 1.55191)  2.55
O (1.91432, 0.00828, 0.54647)  -1.11
C (2.37185, -1.14450, 0.00160)  3.63
C (1.39516, -2.33930, 0.22827)  -1.32
C (0.06031, -2.12670, -0.41475)  0.31
C (-0.29440, -2.80561, -1.57078)  -0.67
C (-1.53902, -2.57894, -2.13164)  -1.05
C (-2.40447, -1.67700, -1.53509)  -0.47
C (-2.00277, -1.01784, -0.38389)  0.57
C (-2.86671, -0.01409, 0.31234)  -2.05
C (-2.37705, 1.44836, 0.00978)  2.60
O (-1.13973, 1.67738, 0.53320)  -1.06
C (-2.41511, 1.71045, -1.51110)  -0.31
C (-3.57453, 1.45848, -2.23764)  -0.14
C (-3.60715, 1.70471, -3.60198)  -1.05
C (-2.48825, 2.21934, -4.24361)  -0.60
C (-1.34113, 2.48791, -3.51538)  -0.78
C (-1.29981, 2.23324, -2.14949)  -0.41
C (-3.23891, 2.46049, 0.77077)  0.34
C (-3.24299, 2.34300, 2.18514)  -0.20
C (-3.99088, 3.20258, 2.95211)  -0.90
C (-4.69945, 4.23545, 2.33626)  -0.43
C (-4.65862, 4.39229, 0.93962)  -0.90
C (-3.91772, 3.53212, 0.16499)  -0.23
N (-0.79484, -1.26310, 0.14841)  -0.45
C (2.57746, -0.94245, -1.53116)  -0.32
C (3.58229, -1.60107, -2.22766)  -0.46
C (3.63578, -1.49537, -3.60991)  -0.92
C (2.70957, -0.72105, -4.29502)  -0.67
C (1.72216, -0.04511, -3.59475)  -0.59
C (1.66188, -0.14344, -2.21368)  0.03
C (3.75212, -1.41406, 0.66700)  -0.73
C (4.17520, -2.68778, 1.02197)  0.00
C (5.42827, -2.85614, 1.59749)  -1.02
C (6.25251, -1.76577, 1.82686)  -0.53
C (5.82438, -0.49341, 1.47764)  -0.93
C (4.57922, -0.31613, 0.89645)  -0.37
H (1.27192, -2.45491, 1.30770)  0.13
H (1.84396, -3.23849, -0.18101)  0.67
H (0.39659, -3.50638, -2.01854)  0.54
H (-1.83583, -3.10753, -3.02791)  0.47
H (-3.38373, -1.49494, -1.95245)  0.52
H (-2.77924, -0.16850, 1.39147)  0.83
H (-3.91058, -0.12742, 0.03177)  0.50
H (-4.47051, 1.08786, -1.75091)  0.48
H (-4.51252, 1.50227, -4.15912)  0.47
H (-2.52164, 2.42524, -5.30515)  0.47
H (-0.47620, 2.92297, -4.00002)  0.55
H (-0.41582, 2.47056, -1.57346)  0.56
H (-2.67980, 1.54978, 2.65876)  0.20
H (-4.02701, 3.08210, 4.02615)  0.45
H (-5.26894, 4.93160, 2.93829)  0.44
H (-5.19392, 5.20487, 0.46730)  0.46
H (-3.86937, 3.68934, -0.90146)  0.48
H (4.31912, -2.20182, -1.71282)  0.47
H (4.41830, -2.01174, -4.14967)  0.44
H (2.76744, -0.63215, -5.37162)  0.45
H (0.99151, 0.55824, -4.11745)  0.43
H (0.89762, 0.39357, -1.66551)  -0.05
H (3.56360, -3.56348, 0.85378)  0.40
H (5.75286, -3.85332, 1.86359)  0.47
H (7.23105, -1.91204, 2.26386)  0.45
H (6.45993, 0.36477, 1.65029)  0.45
H (4.25133, 0.67108, 0.60070)  0.51
C (-0.04168, 0.47158, 5.35396)  -1.06
Te (1.17354, -0.39642, 3.82133)  0.26
C (0.34442, -2.36587, 4.07361)  -1.04
H (-1.07243, 0.14959, 5.23481)  0.34
H (0.03066, 1.55384, 5.27829)  0.38
H (0.34990, 0.14589, 6.31416)  0.37
H (1.01800, -2.95153, 4.69364)  0.46
H (0.23108, -2.84065, 3.10450)  0.29
H (-0.62466, -2.28194, 4.55837)  0.40

- HOMO-LUMO gap (alpha / beta) (eV) = 8.7367 / 4.2487
- multiplicity = 5
- net charge = +2
- calculated total energy (a.u.) = -1945.3860

***

The following is a DFT calculation (wB97M-V/def2-TZVPD) of a structure of composition C6H12N2 at a distorted geometry.

Last column: Mulliken charge in e.
CARTESIAN COORDINATES (ANGSTROEM)
C (1.02961, 1.08201, -0.30233)  -1.11
C (-0.79700, -0.30456, -1.29965)  -0.49
C (-0.30751, -1.00952, 1.84544)  -1.10
C (-1.72640, 0.88996, -1.25961)  -1.35
C (0.65359, -0.30948, -0.57251)  1.19
C (0.73929, -0.08563, 1.26456)  0.51
N (1.49036, -1.14917, -1.17604)  -0.88
N (1.62555, 0.30688, 2.10663)  -0.70
H (2.19127, -1.49696, -0.51469)  0.23
H (2.36827, 0.84635, 1.65473)  0.31
H (2.03136, 1.32828, -0.64891)  0.45
H (0.27897, 1.85863, -0.20415)  0.28
H (-0.63886, -0.62528, -2.33086)  0.43
H (-1.28366, -1.13936, -0.79646)  0.21
H (-1.29458, -0.54287, 1.78359)  0.27
H (-0.30277, -1.97274, 1.32914)  0.32
H (-0.11350, -1.23678, 2.89404)  0.37
H (-1.87525, 1.25039, -0.23853)  0.32
H (-2.70697, 0.60151, -1.65001)  0.37
H (-1.36178, 1.70836, -1.88439)  0.37

- HOMO-LUMO gap (alpha / beta) (eV) = 6.9278 / 6.9321
- energy above the lowest of the compared OMol25 structures with the same formula, charge and spin (kcal/mol) = 135.17
- net charge = 0
- calculated total energy (a.u.) = -345.1125

***

The following is a DFT calculation (wB97M-V/def2-TZVPD) of the molecule C8H6N2 at a distorted geometry.

Last column: Mulliken charge in e.
CARTESIAN COORDINATES (ANGSTROEM)
C (-2.44041, -0.65053, -0.02102)  -0.52
C (-2.31890, 0.75448, 0.02960)  -0.21
N (-1.15711, 1.38403, 0.15066)  -0.56
C (-0.00585, 0.75776, -0.06086)  0.28
C (1.30014, 1.40268, -0.13409)  -0.50
C (2.39669, 0.63007, -0.05039)  -0.33
C (2.26159, -0.78293, 0.07257)  -0.20
N (1.12820, -1.47678, 0.07453)  -0.60
C (-0.00530, -0.69457, -0.04840)  0.52
C (-1.22642, -1.30092, -0.09983)  -0.10
H (-3.36980, -1.16829, -0.02520)  0.41
H (-3.23219, 1.30365, 0.08869)  0.38
H (1.21183, 2.51347, -0.00743)  0.37
H (3.41693, 1.06514, -0.11304)  0.33
H (3.14809, -1.32757, 0.36213)  0.38
H (-1.10748, -2.40968, -0.21791)  0.34

- structure (SMILES) = c1cnc2cccnc2c1
- HOMO-LUMO gap (eV) = 9.1177
- energy above the lowest of the compared OMol25 structures with the same formula, charge and spin (kcal/mol) = 0.00
- net charge = 0
- calculated total energy (a.u.) = -417.9428

***

The following is a DFT calculation (wB97M-V/def2-TZVPD) of a structure of composition C17H9BrF6N3O6S3V at a distorted geometry.

Last column: Mulliken charge in e.
CARTESIAN COORDINATES (ANGSTROEM)
V (11.21681, -8.67988, -4.50114)  0.30
F (8.56545, -12.05154, -4.33109)  -0.16
C (9.61030, -12.94791, -4.44524)  0.54
F (9.31157, -13.76447, -5.46960)  -0.22
F (9.68270, -13.63546, -3.27968)  -0.21
S (11.18826, -12.04674, -5.02036)  0.97
O (11.27628, -10.86450, -4.18394)  -0.72
O (12.22794, -13.03407, -4.91250)  -0.64
N (10.90296, -11.82584, -6.56836)  -0.59
S (10.97927, -10.47486, -7.32077)  1.17
O (11.68764, -10.53281, -8.52482)  -0.62
O (11.29438, -9.29120, -6.46102)  -0.41
C (9.21457, -10.04750, -7.72782)  0.56
F (8.70615, -10.96991, -8.54996)  -0.22
F (8.42195, -10.00494, -6.62936)  -0.14
F (9.20686, -8.84365, -8.37894)  -0.22
Br (13.71885, -7.84630, -7.68344)  0.00
C (14.09982, -8.35537, -5.98175)  0.00
C (15.46814, -8.52158, -5.85897)  -0.52
C (16.14602, -8.78923, -4.65550)  -0.67
C (15.29707, -9.01095, -3.54249)  -0.52
C (13.96661, -8.67828, -3.66943)  0.60
N (13.35586, -8.44589, -4.86520)  0.59
C (13.13461, -8.72354, -2.44174)  0.35
O (13.53681, -9.21229, -1.38219)  -0.68
O (11.89309, -8.23130, -2.64278)  -0.64
H (16.11428, -8.42163, -6.73348)  0.37
H (17.25106, -8.73708, -4.57514)  0.40
H (15.66797, -9.36126, -2.58328)  0.51
S (9.16118, -4.88063, -5.05101)  -0.22
C (10.84597, -4.60051, -5.53635)  -0.46
C (11.59658, -5.69568, -5.50230)  -0.72
C (10.91016, -6.84661, -5.07713)  0.87
C (9.52666, -6.58832, -4.85472)  -0.41
C (8.65779, -7.62795, -4.30210)  1.11
C (7.26188, -7.62671, -4.32187)  -0.87
C (6.55707, -8.64139, -3.72439)  -0.55
C (7.26876, -9.57996, -2.97109)  -0.80
C (8.67755, -9.58928, -3.00704)  -0.28
N (9.33995, -8.71738, -3.76131)  0.49
H (11.18624, -3.60358, -5.80804)  0.46
H (12.59562, -5.74936, -5.92645)  0.25
H (6.76019, -6.91182, -4.90982)  0.50
H (5.49142, -8.61244, -3.72861)  0.49
H (6.82730, -10.34523, -2.35550)  0.42
H (9.21756, -10.32681, -2.39490)  0.55

- HOMO-LUMO gap (alpha / beta) (eV) = 7.7711 / 7.9485
- multiplicity = 3
- energy above the lowest of the compared OMol25 structures with the same formula, charge and spin (kcal/mol) = 0.00
- net charge = 0
- calculated total energy (a.u.) = -6580.7278

***

The following is a DFT calculation (wB97M-V/def2-TZVPD) of a cluster of 14 separate species, C5H36NO15 in total at a distorted geometry.

Last column: Mulliken charge in e.
CARTESIAN COORDINATES (ANGSTROEM)
C (0.19980, -0.65463, -2.01499)  -1.29
N (-0.87466, -0.05703, -1.20538)  -0.04
C (-0.66732, 1.39588, -1.44471)  -0.90
C (-1.47702, -1.90503, 0.36689)  -1.49
C (-0.87559, -0.55696, 0.17345)  1.99
C (0.55211, -0.48568, 0.80557)  -0.07
O (1.01039, -1.51651, 1.32614)  -0.76
O (1.16767, 0.60232, 0.57478)  0.27
H (1.09734, -0.05919, -1.93400)  0.35
H (-0.21723, -0.80100, -2.98975)  0.26
H (0.45419, -1.65779, -1.64919)  0.65
H (0.29484, 1.79242, -1.21023)  0.70
H (-1.18009, 2.10092, -0.75458)  -0.15
H (-1.05030, 1.60217, -2.45240)  0.37
H (-0.94584, -2.63261, 0.98956)  0.35
H (-2.42809, -2.00622, 0.90808)  0.29
H (-1.64221, -2.45110, -0.57084)  0.07
H (-1.61218, 0.15616, 0.67501)  -0.89
H (-4.34049, 1.51658, -1.17511)  0.30
H (-3.27022, 0.43758, -1.22624)  0.37
O (-4.23426, 0.57606, -1.31524)  -0.71
H (2.83020, 1.34851, 0.19848)  0.26
H (4.15424, 0.97716, 1.01277)  0.33
O (3.80256, 1.31859, 0.17556)  -0.71
H (-2.00177, 1.94638, 0.85488)  0.09
H (-2.97277, 3.01606, 1.51677)  0.23
O (-2.80428, 2.47839, 0.75125)  -0.55
H (-2.21424, -1.88086, -2.23118)  0.32
H (-3.03578, -1.98991, -3.38670)  0.31
O (-2.63361, -2.61555, -2.73718)  -0.68
H (2.59959, -3.12234, -1.38134)  0.31
H (1.58002, -4.26662, -1.18082)  0.30
O (2.05772, -3.76597, -1.83755)  -0.63
H (3.03060, -0.57974, -2.93921)  0.30
H (2.70361, -1.89407, -3.34933)  0.37
O (2.82540, -1.00105, -3.78389)  -0.68
H (-0.30062, 4.44900, -0.52624)  0.33
H (-1.01299, 3.78412, -1.74357)  0.36
O (-0.48149, 4.51979, -1.46058)  -0.63
H (-0.25865, 1.46111, 3.57461)  0.27
H (-1.25812, 2.55368, 3.17453)  0.26
O (-0.73117, 1.83565, 2.77426)  -0.54
H (1.79758, 3.12976, 1.16542)  0.35
H (0.53338, 3.22520, 2.15079)  0.40
O (1.16569, 3.71065, 1.61983)  -0.70
H (1.87333, -3.48736, 0.83067)  0.36
H (1.11361, -4.31000, 1.97031)  0.28
O (1.59383, -4.35913, 1.15243)  -0.71
H (-2.53821, -0.19404, 3.08957)  0.35
H (-4.07961, 0.12786, 2.82134)  0.31
O (-3.32914, 0.22119, 3.42041)  -0.65
H (2.59673, -0.15633, 2.98502)  0.33
H (1.67638, 1.06321, 2.70433)  0.31
O (2.21156, 0.59528, 3.43767)  -0.72
H (2.58101, -1.14571, 0.21897)  0.25
H (3.67804, -0.76732, -0.63260)  0.33
O (3.28652, -1.62195, -0.28650)  -0.75

- HOMO-LUMO gap (eV) = 8.2098
- energy above the lowest of the compared OMol25 structures with the same formula, charge and spin (kcal/mol) = 64.29
- net charge = -1
- calculated total energy (a.u.) = -1395.5283

***

The following is a DFT calculation (wB97M-V/def2-TZVPD) of a cluster of 2 separate species, C21H23F3N3O7S in total at a distorted geometry.

Last column: Mulliken charge in e.
CARTESIAN COORDINATES (ANGSTROEM)
C (-3.15386, -2.05177, -1.87464)  -2.42
C (-1.98566, -1.10234, -1.63028)  2.78
C (-1.79011, -0.21075, -2.86317)  -1.79
C (-2.33407, -0.18263, -0.44983)  -1.39
C (-0.67643, -1.89660, -1.37477)  -0.50
C (0.56112, -1.19643, -0.99985)  0.37
O (0.49692, -0.09008, -0.40127)  -0.03
C (1.84988, -1.84332, -1.26345)  -0.60
C (3.12293, -0.98158, -1.40571)  2.59
C (4.34680, -1.86301, -1.60990)  -2.38
C (3.35868, -0.10065, -0.17651)  -1.11
C (2.96855, -0.04006, -2.60708)  -1.68
C (1.83407, -3.22079, -1.34876)  -0.20
C (0.62873, -3.93132, -1.39944)  -1.50
C (-0.60198, -3.27098, -1.45860)  -0.16
H (-3.33485, -2.68265, -0.99687)  0.43
H (-4.06146, -1.47037, -2.07603)  0.45
H (-2.95559, -2.68746, -2.74368)  0.45
H (-1.00516, 0.53278, -2.67767)  0.25
H (-1.50691, -0.82584, -3.72380)  0.39
H (-2.72320, 0.31555, -3.09493)  0.43
H (-1.67473, 0.69419, -0.45080)  -0.14
H (-3.37039, 0.18358, -0.53786)  0.50
H (-2.22834, -0.70361, 0.51278)  0.28
H (4.23050, -2.48562, -2.49979)  0.44
H (5.24459, -1.24903, -1.74155)  0.42
H (4.50161, -2.51052, -0.74111)  0.42
H (2.46422, 0.50028, 0.01467)  -0.10
H (3.55860, -0.71020, 0.71248)  0.24
H (4.21117, 0.57504, -0.35139)  0.54
H (2.13967, 0.65895, -2.44482)  0.23
H (3.88828, 0.54035, -2.74938)  0.47
H (2.78239, -0.61704, -3.51982)  0.33
H (2.77571, -3.76771, -1.40784)  0.42
H (0.65823, -5.02225, -1.43494)  0.28
H (-1.51506, -3.86563, -1.57037)  0.42
O (-2.89251, 3.67485, 0.25681)  -0.66
S (-1.47922, 3.40157, 0.33242)  1.15
O (-0.72553, 2.92422, -0.80822)  -0.51
C (-0.62630, 4.97411, 0.92838)  0.77
F (-0.79587, 5.95623, 0.02971)  -0.20
F (-1.12607, 5.37476, 2.12109)  -0.22
F (0.69289, 4.71179, 1.06603)  -0.22
C (-1.16031, 2.26538, 1.68589)  0.86
C (-0.08286, 1.35898, 1.61763)  -0.85
C (0.01040, 0.44745, 2.67119)  0.53
N (0.99681, -0.49674, 2.94614)  0.63
O (1.93762, -0.96305, 2.32479)  -0.58
O (0.77459, -0.89573, 4.29600)  -0.23
N (-0.29997, -0.24343, 4.84011)  -0.55
C (-0.78749, 0.53639, 3.84154)  1.16
C (-1.85201, 1.51094, 3.89972)  -0.93
N (-2.75380, 1.68349, 5.01957)  0.91
O (-2.75845, 0.89309, 5.98921)  -0.57
O (-3.53428, 2.67506, 4.95748)  -0.61
C (-2.02754, 2.34750, 2.78990)  -0.57
H (0.64963, 1.40198, 0.81405)  -0.01
H (-2.86459, 3.04069, 2.76655)  0.63

- HOMO-LUMO gap (eV) = 3.6118
- net charge = -1
- calculated total energy (a.u.) = -2202.5239